# 1
DFT (ωB97M-V/def2-TZVPD) results for a structure of composition C26H32N11NaO2PS3.

Element x y z (Å)
1 Na -0.1796 -0.5565 -1.1730
2 N 3.7609 -2.2527 -3.4940
3 C 2.5770 -1.7104 -3.0356
4 S 1.6257 -2.7063 -2.0158
5 N 2.3964 -0.4743 -3.4774
6 N 1.2411 0.0985 -3.0542
7 C 1.0563 1.2853 -3.4856
8 C -0.1679 2.0340 -3.1716
9 C -0.3651 3.2983 -3.7294
10 C -1.5373 3.9806 -3.4530
11 C -2.4866 3.3843 -2.6367
12 C -2.2060 2.1244 -2.1246
13 N -1.0786 1.4701 -2.3707
14 H 3.8118 -3.2528 -3.4556
15 H 4.1679 -1.7872 -4.2905
16 H 1.7987 1.7575 -4.1291
17 H 0.3950 3.7248 -4.3731
18 H -1.7110 4.9646 -3.8731
19 H -3.4238 3.8721 -2.4018
20 H -2.9162 1.6076 -1.4817
21 O -3.8717 -1.3885 -3.1843
22 C -4.6839 -1.9817 -2.2927
23 C -5.9039 -2.4857 -2.7557
24 C -6.7896 -3.0857 -1.8825
25 C -6.4810 -3.1962 -0.5276
26 C -5.2755 -2.6961 -0.0690
27 C -4.3599 -2.0873 -0.9273
28 C -3.0557 -1.5528 -0.4173
29 O -2.2012 -1.1411 -1.2702
30 N -2.9181 -1.5639 0.8965
31 N -1.7028 -1.0327 1.3145
32 C -1.5623 -1.1586 2.5682
33 S -2.7999 -1.8919 3.5996
34 C -1.8221 -1.7517 5.1200
35 C -0.9537 -0.5094 5.0214
36 S -0.1338 -0.5528 3.4141
37 H -3.0755 -1.0894 -2.6536
38 H -6.1248 -2.3873 -3.8119
39 H -7.7306 -3.4717 -2.2587
40 H -7.1718 -3.6715 0.1586
41 H -5.0036 -2.7705 0.9772
42 H -1.2021 -2.6381 5.2484
43 H -2.5129 -1.6824 5.9613
44 H -0.1806 -0.4892 5.7896
45 H -1.5627 0.3901 5.1047
46 N -1.5761 3.4374 1.2343
47 C -0.8149 4.4522 0.6920
48 C 0.2545 3.8265 0.1199
49 N 0.1632 2.4638 0.2992
50 C -0.9414 2.2623 0.9722
51 H -2.4472 3.5328 1.7153
52 H -1.1040 5.4897 0.7570
53 H 1.0728 4.2742 -0.4267
54 H -1.3426 1.2952 1.2621
55 C 5.1665 0.9592 1.4503
56 N 4.0897 0.8595 2.4339
57 C 4.1844 -0.4488 3.0839
58 N 4.1861 -1.5857 2.1667
59 C 5.2563 -1.3924 1.1887
60 N 5.1874 -0.1209 0.4700
61 C 4.0058 -0.0761 -0.4110
62 P 2.3822 -0.2415 0.4843
63 C 2.7775 1.0324 1.7824
64 C 2.8817 -1.7223 1.4915
65 H 6.1191 0.9457 1.9886
66 H 5.0763 1.9133 0.9259
67 H 3.3480 -0.5593 3.7792
68 H 5.1175 -0.4716 3.6542
69 H 5.2257 -2.2104 0.4659
70 H 6.2118 -1.4274 1.7197
71 H 4.0831 -0.8721 -1.1447
72 H 4.0072 0.8646 -0.9687
73 H 1.9949 1.0248 2.5419
74 H 2.7361 2.0196 1.3151
75 H 2.9054 -2.5795 0.8186
76 H 2.1136 -1.9209 2.2415

Computed properties:
HOMO-LUMO gap ... 6.460 eV
Energy relative to the best compared isomer or geometry (same formula, charge and spin) ... 70.8 kJ/mol
E_tot ... -94182.040 eV
LUMO level ... 1.979 eV
Charge ... -1

Results of the Löwdin charge analysis, in e, for atoms 1 through 2: atom 1 (Na): 0.093, atom 2 (N): 0.024

---

# 2
DFT (ωB97M-V/def2-TZVPD) results for a cluster of 2 separate species, H4O2 in total at a distorted geometry.

Element x y z (Å)
1 O -0.6036 -0.3546 1.1230
2 H -0.4326 0.3114 1.8487
3 H 0.3113 -0.7697 1.1585
4 O 0.0395 0.4584 -1.6398
5 H 1.0155 0.4199 -1.5934
6 H -0.3301 -0.0654 -0.8970

Computed properties:
HOMO-LUMO gap ... 11.542 eV
Energy relative to the best compared isomer or geometry (same formula, charge and spin) ... 24.9 kJ/mol
E_tot ... -4159.681 eV
LUMO level ... 0.527 eV
SMILES ... O.O

Results of the Löwdin charge analysis, in e, for atoms 1 through 2: atom 1 (O): -0.099, atom 2 (H): 0.075

---

# 3
DFT (ωB97M-V/def2-TZVPD) results for a structure of composition C38H54BBaFN8O8.

Element x y z (Å)
1 Ba -0.2351 -0.4475 -0.7339
2 C 1.2728 2.4107 0.1211
3 C 0.6418 2.3043 1.3828
4 C 1.2073 1.1471 2.0117
5 C 2.1726 0.6201 1.1204
6 C 2.2388 1.4075 -0.0379
7 C 3.2922 1.3903 -1.1283
8 C 4.2558 0.2188 -0.9470
9 C 4.1008 2.7002 -1.0453
10 C 2.6472 1.3147 -2.5119
11 C 1.1032 0.5760 3.4292
12 C -0.3211 0.5686 3.9928
13 C 2.0225 1.3463 4.4000
14 C 1.6145 -0.8762 3.4546
15 C -0.2834 3.4315 1.8782
16 C -1.7624 3.0451 2.0201
17 C -0.2596 4.6061 0.8867
18 C 0.1994 4.0192 3.2145
19 H 1.1080 3.1913 -0.6086
20 H 2.7850 -0.2490 1.3076
21 H 4.7679 0.2934 0.0155
22 H 5.0131 0.2295 -1.7383
23 H 3.7222 -0.7321 -0.9957
24 H 4.5399 2.8126 -0.0512
25 H 3.4602 3.5671 -1.2233
26 H 4.9041 2.7057 -1.7919
27 H 2.2055 0.3272 -2.6707
28 H 3.3850 1.4937 -3.3033
29 H 1.8617 2.0681 -2.5969
30 H -0.6881 1.5766 4.1709
31 H -0.3465 0.0384 4.9516
32 H -1.0247 0.0893 3.3087
33 H 1.7408 2.3916 4.4983
34 H 3.0503 1.3111 4.0327
35 H 1.9954 0.8887 5.3972
36 H 1.1726 -1.4966 2.6760
37 H 1.3984 -1.3336 4.4261
38 H 2.6947 -0.9110 3.3071
39 H -2.1852 2.7972 1.0467
40 H -2.3246 3.8908 2.4345
41 H -1.9086 2.1812 2.6626
42 H -0.6321 4.3105 -0.0932
43 H 0.7463 5.0080 0.7556
44 H -0.9078 5.4068 1.2571
45 H 0.0440 3.3390 4.0491
46 H -0.3574 4.9367 3.4356
47 H 1.2622 4.2659 3.1665
48 C -4.6808 -1.5868 2.6839
49 O -3.6811 -0.6122 2.4421
50 C -3.4021 -0.2352 1.1634
51 O -2.3456 0.3198 0.9469
52 N -4.3702 -0.4683 0.2587
53 N -4.2955 -0.1409 -1.0965
54 H -4.5440 -1.9090 3.7136
55 H -4.5562 -2.4550 2.0330
56 H -5.6850 -1.1622 2.5723
57 H -5.2268 -0.8984 0.5480
58 H -3.9730 0.8201 -1.2273
59 H -3.6317 -0.7749 -1.5404
60 B -3.1414 -4.0153 -0.8790
61 N -2.3900 -3.7744 0.4751
62 C -2.6272 -4.4690 1.6005
63 C -1.9855 -3.8370 2.6515
64 C -1.3584 -2.7460 2.0446
65 N -1.6116 -2.7115 0.7368
66 N -2.3802 -3.4091 -2.0814
67 C -1.9493 -4.0643 -3.1671
68 C -1.5548 -3.1444 -4.1128
69 C -1.8000 -1.9106 -3.4962
70 N -2.2943 -2.0796 -2.2822
71 H -3.2138 -5.2171 -1.0513
72 H -4.2458 -3.5035 -0.8027
73 H -3.2383 -5.3569 1.5656
74 H -1.9518 -4.1337 3.6863
75 H -0.7564 -1.9773 2.4979
76 H -1.9646 -5.1419 -3.1764
77 H -1.1281 -3.3345 -5.0824
78 H -1.6341 -0.9062 -3.8588
79 O 1.9341 -1.6441 -1.5721
80 O 0.8902 -2.5889 -1.9425
81 F 1.1121 1.6881 -6.4405
82 C 0.9989 2.6196 -5.4789
83 C -0.0717 2.6553 -4.6791
84 N -0.2080 3.5993 -3.6886
85 C -1.4761 3.7044 -2.9671
86 C -2.0500 2.3698 -2.4469
87 O -3.2228 2.4569 -2.0623
88 O -1.2921 1.3675 -2.4675
89 C 0.7541 4.5540 -3.4764
90 O 0.6664 5.4620 -2.6713
91 N 1.8743 4.4401 -4.2896
92 C 2.1007 3.5455 -5.3229
93 O 3.1086 3.5903 -6.0013
94 H -0.8703 1.9322 -4.7443
95 H -2.2183 4.1790 -3.6124
96 H -1.3135 4.3607 -2.1170
97 H 2.6025 5.1089 -4.0915
98 C 1.3773 -3.8747 -1.6809
99 C 1.5327 -4.2141 -0.2165
100 C 0.6762 -5.1264 0.3896
101 C 0.8125 -5.4504 1.7325
102 C 1.8082 -4.8541 2.4915
103 C 2.6630 -3.9338 1.8986
104 C 2.5324 -3.6201 0.5530
105 H 0.6596 -4.5637 -2.1377
106 H 2.3507 -3.9850 -2.1777
107 H -0.1325 -5.5618 -0.1877
108 H 0.1174 -6.1454 2.1878
109 H 1.9087 -5.0890 3.5450
110 H 3.4286 -3.4436 2.4881
111 H 3.1747 -2.8845 0.0867

Computed properties:
HOMO-LUMO gap ... 5.634 eV
Energy relative to the best compared isomer or geometry (same formula, charge and spin) ... 0.0 kJ/mol
E_tot ... -72675.907 eV
LUMO level ... 4.039 eV
Charge ... -2

Results of the Löwdin charge analysis, in e, for atoms 1 through 2: atom 1 (Ba): 1.918, atom 2 (C): -0.107

---

# 4
DFT (ωB97M-V/def2-TZVPD) results for a cluster of 14 separate species, C5H38NO14 in total at a distorted geometry.

Element x y z (Å)
1 C -0.1264 -0.1860 0.3937
2 O -1.1239 0.6566 -0.1421
3 C 1.2020 0.0893 -0.3335
4 C 2.2429 0.8643 0.4307
5 C 1.9665 2.3374 0.6860
6 C 1.7352 3.3139 -0.1851
7 N 1.7968 -1.2720 -0.6612
8 H 0.0517 -0.0115 1.4531
9 H -0.3706 -1.2115 0.1481
10 H -1.5869 1.1596 0.5405
11 H 1.0862 0.4825 -1.3373
12 H 3.2288 0.8927 -0.0491
13 H 2.4190 0.3935 1.4017
14 H 1.9259 2.5683 1.7457
15 H 1.7920 3.1734 -1.2577
16 H 1.6011 4.2843 0.2743
17 H 1.1007 -1.7023 -1.3039
18 H 2.7414 -1.1078 -0.9571
19 H 1.8309 -1.8976 0.1500
20 H -2.0420 -0.5001 -1.6312
21 H -3.0842 -1.5490 -2.0045
22 O -2.1365 -1.3517 -2.0708
23 H -2.8240 -2.3371 3.4111
24 H -2.7520 -1.0938 2.4353
25 O -2.8374 -2.0522 2.4999
26 H -1.1493 0.0808 3.5045
27 H -2.4403 0.4618 4.3243
28 O -2.1215 0.2370 3.4514
29 H -3.8493 2.0836 1.7808
30 H -2.4866 1.4745 2.2315
31 O -2.9549 1.9061 1.4818
32 H -1.5662 4.1672 -0.2664
33 H -2.3965 2.9375 -0.0814
34 O -1.9431 3.4419 -0.7731
35 H 0.6652 -2.5523 2.2318
36 H 2.1152 -2.8683 2.6762
37 O 1.5576 -2.1367 2.4052
38 H 3.2263 0.6828 -3.4762
39 H 3.5558 1.3640 -2.1781
40 O 3.6374 0.5030 -2.6061
41 H -0.3586 -1.5961 -2.9678
42 H 0.9768 -0.9383 -3.5557
43 O 0.5953 -1.7059 -3.0953
44 H 1.1327 1.2085 -4.8515
45 H 0.7896 1.2064 -3.3244
46 O 1.3740 0.8056 -4.0118
47 H -0.2690 -3.9957 -1.3430
48 H -1.1827 -2.8257 -1.2677
49 O -0.4143 -3.2146 -0.7973
50 H -1.3006 2.4922 -2.8856
51 H -0.4009 2.3461 -1.6653
52 O -0.3967 2.2611 -2.6301
53 H -0.7211 -3.4825 0.9386
54 H -1.3721 -2.8798 2.2714
55 O -0.6347 -3.4214 1.9098
56 H 0.9131 0.1525 4.6581
57 H 1.0603 -0.7721 3.4943
58 O 0.6124 0.0708 3.7382

Computed properties:
HOMO-LUMO gap ... 10.290 eV
Energy relative to the best compared isomer or geometry (same formula, charge and spin) ... 203.2 kJ/mol
E_tot ... -35952.976 eV
LUMO level ... -2.418 eV
Charge ... +1

Results of the Löwdin charge analysis, in e, for atoms 1 through 2: atom 1 (C): -0.156, atom 2 (O): -0.058

---

# 5
DFT (ωB97M-V/def2-TZVPD) results for a structure of composition C23H23N6PtS2 at a distorted geometry.

Element x y z (Å)
1 Pt 0.4250 -1.3205 -0.1718
2 C -3.7165 -0.1229 -3.9686
3 C -3.2463 -1.4164 -4.2847
4 C -2.1876 -1.8999 -3.5349
5 C -1.6614 -1.1699 -2.4358
6 C -2.0917 0.1459 -2.2074
7 C -3.1561 0.6672 -2.9414
8 N -0.9770 -1.8867 -1.4723
9 N -1.4273 -3.0990 -1.3058
10 C -1.3554 -3.4952 -0.0129
11 C -2.2107 -4.5325 0.4425
12 C -2.5046 -4.6191 1.7693
13 C -1.8638 -3.7012 2.6500
14 C -0.9358 -2.7737 2.2251
15 C -0.6308 -2.6239 0.8763
16 H -4.4641 0.3063 -4.6222
17 H -3.6926 -2.0602 -5.0192
18 H -1.8011 -2.8910 -3.6521
19 H -1.6651 0.8247 -1.4309
20 H -3.5629 1.6601 -2.7218
21 H -2.7778 -5.1310 -0.2320
22 H -3.1827 -5.3328 2.1371
23 H -2.2435 -3.6922 3.6890
24 H -0.4291 -2.1498 3.0098
25 S 1.9622 -0.2169 -1.7990
26 C 1.6445 1.4955 -1.5782
27 N 1.8123 2.0620 -0.3771
28 C 2.3730 3.3725 -0.2702
29 C 1.5868 4.2946 -1.2300
30 C 1.4967 3.7411 -2.6451
31 N 1.3863 2.2727 -2.6108
32 H 1.9640 1.3960 0.3900
33 H 3.4948 3.3567 -0.4209
34 H 2.2353 3.7634 0.7053
35 H 2.0258 5.2804 -1.2757
36 H 0.5731 4.4513 -0.8368
37 H 2.3831 4.0429 -3.2781
38 H 0.6336 4.1913 -3.1755
39 H 1.1097 1.7710 -3.4622
40 N 3.6299 -1.5664 0.6860
41 C 2.8880 -0.9874 1.6391
42 N 1.6351 -0.6094 1.3847
43 C 1.1144 0.1520 2.4308
44 C -0.1404 0.8096 2.4523
45 C -0.4026 1.6651 3.5382
46 C 0.4994 1.7052 4.6316
47 C 1.6555 0.9501 4.6527
48 C 2.0065 0.1711 3.5384
49 S 3.4978 -0.6344 3.2712
50 H 3.3203 -1.1296 -0.2430
51 H 4.5793 -1.7391 0.8858
52 H -0.8350 0.6761 1.6582
53 H -1.2665 2.3071 3.4964
54 H 0.2923 2.3945 5.4553
55 H 2.2036 0.8747 5.6010

Computed properties:
HOMO-LUMO gap (alpha / beta) ... 7.103 / 6.172 eV
2S+1 ... 3
E_tot ... -58075.200 eV
LUMO level (alpha / beta) ... -2.307 / -5.012 eV
Charge ... +1

Results of the Löwdin charge analysis, in e, for atoms 1 through 2: atom 1 (Pt): 0.943, atom 2 (C): -0.059

---

# 6
DFT (ωB97M-V/def2-TZVPD) results for a cluster of 2 separate species, CH4Cl3NSi in total at a distorted geometry.

Element x y z (Å)
1 Cl 2.9553 -1.5849 0.4218
2 C 2.2597 0.0289 0.0400
3 Cl 3.0899 1.1035 1.1651
4 Cl 2.5017 0.3357 -1.6861
5 H 1.2249 -0.0681 0.1155
6 N -1.3010 0.3224 -0.4062
7 Si -2.7731 -0.2365 0.0298
8 H -1.1377 1.2835 -0.6232
9 H -4.1778 0.3896 0.1289
10 H -2.6420 -1.5741 0.8145

Computed properties:
HOMO-LUMO gap ... 9.742 eV
Energy relative to the best compared isomer or geometry (same formula, charge and spin) ... 435.5 kJ/mol
E_tot ... -48034.922 eV
LUMO level ... -0.465 eV
SMILES ... ClC(Cl)Cl.N=[SiH2]

Results of the Löwdin charge analysis, in e, for atoms 1 through 2: atom 1 (Cl): 0.465, atom 2 (C): -1.507

---

# 7
DFT (ωB97M-V/def2-TZVPD) results for a structure of composition C4H4F2O at a distorted geometry.

Element x y z (Å)
1 C 1.4020 -0.0413 0.6022
2 C 0.1082 0.2011 0.2851
3 C -0.7015 -0.8376 -0.3816
4 C -2.5298 -0.3778 -0.0414
5 O -0.5612 -1.9089 -0.7920
6 F -2.6678 0.3007 1.1646
7 F -2.8654 0.5137 -1.0362
8 H 2.0671 0.7207 1.1557
9 H 1.7867 -0.9392 0.1423
10 H -0.3916 1.0933 0.4330
11 H -3.3746 -1.1902 -0.0119

Computed properties:
HOMO-LUMO gap ... 9.192 eV
Energy relative to the best compared isomer or geometry (same formula, charge and spin) ... 198.1 kJ/mol
E_tot ... -11692.683 eV
LUMO level ... -0.370 eV

Results of the Löwdin charge analysis, in e, for atoms 1 through 2: atom 1 (C): 0.080, atom 2 (C): -0.100

---

# 8
DFT (ωB97M-V/def2-TZVPD) results for an isolated molecule of C3H9N5 at a distorted geometry.

Element x y z (Å)
1 N -0.1880 2.2054 0.1413
2 C -0.0956 0.8667 0.5338
3 C -1.0914 -0.0984 0.3887
4 N -2.1306 0.0658 -0.5042
5 C -0.5314 -1.4963 0.6648
6 N 0.7586 -1.6350 -0.0062
7 N 1.1760 -0.5200 -0.5255
8 N 2.5290 -0.5833 -0.6593
9 H 0.3655 2.4541 -0.6724
10 H -1.1301 2.5618 0.0353
11 H 0.5247 0.7869 1.4288
12 H -2.0574 0.8591 -1.1325
13 H -2.4456 -0.7742 -0.9740
14 H -0.3977 -1.6072 1.7506
15 H -1.2025 -2.2881 0.3167
16 H 2.9810 -1.1192 0.0762
17 H 2.9356 0.3219 -0.8622

Computed properties:
HOMO-LUMO gap ... 7.548 eV
Energy relative to the best compared isomer or geometry (same formula, charge and spin) ... 440.6 kJ/mol
E_tot ... -10703.482 eV
LUMO level ... 0.740 eV
SMILES ... N/C=C(\N)C/N=N/N

Results of the Löwdin charge analysis, in e, for atoms 1 through 2: atom 1 (N): 0.019, atom 2 (C): -0.270

---

Please write out number 2 again, unchanged.
DFT (ωB97M-V/def2-TZVPD) results for a cluster of 2 separate species, H4O2 in total at a distorted geometry.

Element x y z (Å)
1 O -0.6036 -0.3546 1.1230
2 H -0.4326 0.3114 1.8487
3 H 0.3113 -0.7697 1.1585
4 O 0.0395 0.4584 -1.6398
5 H 1.0155 0.4199 -1.5934
6 H -0.3301 -0.0654 -0.8970

Computed properties:
HOMO-LUMO gap ... 11.542 eV
Energy relative to the best compared isomer or geometry (same formula, charge and spin) ... 24.9 kJ/mol
E_tot ... -4159.681 eV
LUMO level ... 0.527 eV
SMILES ... O.O

Results of the Löwdin charge analysis, in e, for atoms 1 through 2: atom 1 (O): -0.099, atom 2 (H): 0.075

---

> Which value of E_tot does entry 8 give?

-10703.482 eV

---

> The lowest E_tot belongs to which entry?

C26H32N11NaO2PS3